No. 1
ORCA calculation (wB97M-V/def2-TZVPD) on a 2-piece molecular cluster, C23H29N5O4 overall at a distorted geometry.

Calculated values
Energy relative to the best compared isomer or geometry (same formula, charge and spin), eV: 7.721
E_HOMO, eV: -6.1
Gap between HOMO and LUMO, eV: 5.474
E_tot, eV: -39957.097

Bonds (Å) are listed after each position.
Geometry (Å):
1 O -0.676 3.083 1.007  C27 1.259
2 O 1.257 -1.430 3.345  C19 1.252
3 O 2.372 3.708 -1.225  C26 1.229
4 O 3.100 4.753 0.670  C16 1.453, C26 1.351
5 N 2.001 0.073 4.869  C14 1.450, C15 1.454, C19 1.377
6 N -1.755 1.323 3.133  C13 1.382, C20 1.413, C32 1.374
7 N 2.406 2.634 0.927  N9 1.274, C26 1.441
8 N -3.966 2.527 6.483  C10 1.454, C12 1.458, C25 1.360
9 N 2.180 1.493 0.407  N7 1.274, C18 1.368
10 C -3.958 1.754 7.715  N8 1.454, H43 1.091, H45 1.103, H53 1.100
11 C -3.005 0.745 5.105  C13 1.373, C25 1.429, H49 1.089
12 C -4.434 3.897 6.663  N8 1.458, H33 1.106, H39 1.099, H57 1.099
13 C -2.245 0.384 4.020  N6 1.382, C11 1.373, H38 1.086
14 C 2.256 -0.993 5.819  N5 1.450, H35 1.099, H58 1.100, H60 1.091
15 C 2.504 1.356 5.330  N5 1.454, H47 1.101, H48 1.090, H56 1.100
16 C 3.316 5.930 -0.156  O4 1.453, H34 1.087, H51 1.096, H52 1.096
17 C -2.984 3.035 4.334  C25 1.418, C32 1.380, H36 1.089
18 C 1.749 0.512 1.257  N9 1.368, C23 1.417, C31 1.501
19 C 1.543 -0.240 3.609  O2 1.252, N5 1.377, C23 1.484
20 C -0.849 0.952 2.114  N6 1.413, C27 1.462, H59 1.105
21 C 0.018 1.950 -1.396  C28 1.408, C30 1.386, H37 1.091
22 C -0.994 -0.546 -2.080  C24 1.397, C29 1.403, H55 1.090
23 C 1.289 0.788 2.569  C18 1.417, C19 1.484, H54 1.097
24 C -0.050 0.076 -2.901  C22 1.397, C30 1.399, H41 1.088
25 C -3.359 2.109 5.340  N8 1.360, C11 1.429, C17 1.418
26 C 2.615 3.699 -0.021  O3 1.229, O4 1.351, N7 1.441
27 C -0.802 1.832 0.946  O1 1.259, C20 1.462, C28 1.526
28 C -0.720 1.217 -0.448  C21 1.408, C27 1.526, C29 1.398
29 C -1.328 0.020 -0.840  C22 1.403, C28 1.398, H50 1.094
30 C 0.459 1.332 -2.556  C21 1.386, C24 1.399, H61 1.090
31 C 1.685 -0.803 0.538  C18 1.501, H42 1.091, H44 1.101, H46 1.099
32 C -2.173 2.621 3.298  N6 1.374, C17 1.380, H40 1.075
33 H -3.616 4.589 6.937  C12 1.106
34 H 3.710 6.679 0.525  C16 1.087
35 H 1.642 -0.832 6.716  C14 1.099
36 H -3.241 4.093 4.365  C17 1.089
37 H 0.261 3.000 -1.221  C21 1.091
38 H -2.007 -0.647 3.775  C13 1.086
39 H -5.173 3.890 7.476  C12 1.099
40 H -1.860 3.326 2.549  C32 1.075
41 H 0.279 -0.404 -3.820  C24 1.088
42 H 1.705 -1.635 1.243  C31 1.091
43 H -3.715 0.708 7.527  C10 1.091
44 H 0.771 -0.917 -0.066  C31 1.101
45 H -3.225 2.161 8.432  C10 1.103
46 H 2.543 -0.809 -0.149  C31 1.099
47 H 3.594 1.309 5.477  C15 1.101
48 H 2.281 2.167 4.636  C15 1.090
49 H -3.323 -0.042 5.786  C11 1.089
50 H -2.058 -0.448 -0.173  C29 1.094
51 H 2.370 6.276 -0.587  C16 1.096
52 H 4.024 5.729 -0.967  C16 1.096
53 H -4.959 1.816 8.168  C10 1.100
54 H 1.191 1.832 2.887  C23 1.097
55 H -1.466 -1.476 -2.397  C22 1.090
56 H 2.053 1.578 6.309  C15 1.100
57 H -4.918 4.268 5.748  C12 1.099
58 H 3.312 -0.979 6.126  C14 1.100
59 H -0.696 -0.139 2.022  C20 1.105
60 H 2.011 -1.954 5.365  C14 1.091
61 H 1.186 1.859 -3.175  C30 1.090

***

No. 2
ORCA calculation (wB97M-V/def2-TZVPD) on one molecule with the formula C17H21N5O2S at a distorted geometry.

Calculated values
Energy relative to the best compared isomer or geometry (same formula, charge and spin), eV: 2.009
E_HOMO, eV: -9.0
Gap between HOMO and LUMO, eV: 9.518
SMILES: Cc1cccc(C(=O)N[C@H](C)/C=C/C(=O)N[C@H](C)c2nncs2)c1N
E_tot, eV: -40350.539

Bonds (Å) are listed after each position.
Geometry (Å):
1 S 6.867 -3.529 0.673  C9 1.744, C17 1.735
2 O 4.189 -0.659 0.584  C15 1.228
3 O -0.021 1.759 2.228  C25 1.229
4 N 4.231 -1.688 -1.418  C13 1.462, C15 1.338, H43 1.005
5 N 0.681 4.527 2.174  C16 1.397, H40 1.010, H41 1.009
6 N -0.573 1.105 0.142  C22 1.466, C25 1.344, H26 1.005
7 N 5.820 -5.567 -0.480  N8 1.389, C17 1.308
8 N 5.455 -4.466 -1.244  N7 1.389, C9 1.318
9 C 5.932 -3.327 -0.786  S1 1.744, N8 1.318, C13 1.522
10 C -0.991 3.406 0.772  C16 1.414, C23 1.407, C25 1.515
11 C -2.012 5.939 0.088  C19 1.396, C21 1.390, H33 1.081
12 C 6.170 -1.944 -2.885  C13 1.536, H30 1.090, H34 1.091, H44 1.090
13 C 5.665 -1.976 -1.435  N4 1.462, C9 1.522, C12 1.536, H29 1.096
14 C -0.918 -1.104 1.260  C22 1.538, H31 1.091, H38 1.090, H42 1.090
15 C 3.597 -1.097 -0.399  O2 1.228, N4 1.338, C20 1.441
16 C -0.414 4.580 1.309  N5 1.397, C10 1.414, C19 1.408
17 C 6.556 -5.231 0.547  S1 1.735, N7 1.308, H39 1.080
18 C 1.358 -0.442 0.337  C20 1.351, C22 1.521, H32 1.085
19 C -0.925 5.845 0.960  C11 1.396, C16 1.408, C24 1.526
20 C 2.173 -0.990 -0.591  C15 1.441, C18 1.351, H28 1.079
21 C -2.594 4.791 -0.435  C11 1.390, C23 1.391, H35 1.081
22 C -0.150 -0.297 0.199  N6 1.466, C14 1.538, C18 1.521, H45 1.093
23 C -2.090 3.539 -0.096  C10 1.407, C21 1.391, H36 1.081
24 C -0.323 7.134 1.512  C19 1.526, H27 1.091, H37 1.090, H46 1.090
25 C -0.488 2.020 1.122  O3 1.229, N6 1.344, C10 1.515
26 H -0.775 1.483 -0.768  N6 1.005
27 H 0.729 7.203 1.234  C24 1.091
28 H 1.780 -1.373 -1.519  C20 1.079
29 H 6.202 -1.193 -0.889  C13 1.096
30 H 5.980 -0.974 -3.347  C12 1.090
31 H -0.653 -0.792 2.271  C14 1.091
32 H 1.768 -0.058 1.265  C18 1.085
33 H -2.412 6.906 -0.182  C11 1.081
34 H 5.683 -2.705 -3.497  C12 1.091
35 H -3.442 4.874 -1.100  C21 1.081
36 H -2.585 2.669 -0.505  C23 1.081
37 H -0.833 8.029 1.153  C24 1.090
38 H -0.697 -2.169 1.181  C14 1.090
39 H 6.937 -5.935 1.272  C17 1.080
40 H 0.370 4.155 3.061  N5 1.010
41 H 1.391 3.918 1.794  N5 1.009
42 H -1.995 -0.980 1.151  C14 1.090
43 H 3.668 -2.240 -2.041  N4 1.005
44 H 7.244 -2.124 -2.930  C12 1.090
45 H -0.424 -0.725 -0.769  C22 1.093
46 H -0.367 7.127 2.601  C24 1.090

***

No. 3
ORCA calculation (wB97M-V/def2-TZVPD) on a 12-piece molecular cluster, C48H120O24S6 overall at a distorted geometry.

Calculated values
Energy relative to the best compared isomer or geometry (same formula, charge and spin), eV: 0.000
E_HOMO, eV: -8.1
Gap between HOMO and LUMO, eV: 8.385
E_tot, eV: -165857.188

Bonds (Å) are listed after each position.
Geometry (Å):
1 S -0.345 -0.200 0.053  O12 1.508, C60 1.847, C71 1.877
2 S 4.701 0.566 -3.579  O28 1.490, C50 1.814, C68 1.791
3 S -0.910 -5.957 2.683  O21 1.539, C42 1.807, C61 1.859
4 S -3.771 -2.485 -2.783  O27 1.485, C31 1.838, C64 1.875
5 S 0.506 -3.093 4.137  O17 1.514, C46 1.818, C66 1.806
6 S 2.521 -3.920 -0.980  O10 1.484, C37 1.891, C43 1.879
7 O 5.968 -2.800 1.787  C55 1.411, C74 1.441
8 O -2.678 2.700 -3.153  C40 1.394, C63 1.454
9 O 1.492 2.409 2.785  C49 1.444, C62 1.416
10 O 2.870 -2.477 -1.002  S6 1.484
11 O -4.569 -1.738 2.183  C34 1.421, C52 1.430
12 O -0.204 0.180 -1.400  S1 1.508
13 O 1.498 6.410 -4.231  C38 1.445, C39 1.395
14 O 2.322 -1.205 -5.200  C44 1.419, C47 1.494
15 O 6.820 -0.514 0.349  C35 1.436, C69 1.390
16 O 0.514 5.079 -1.864  C32 1.409, C77 1.499
17 O 1.347 -3.323 2.900  S5 1.514
18 O 4.430 1.463 3.509  C56 1.436, C73 1.460
19 O 5.820 -5.005 3.592  C51 1.401, C75 1.475
20 O 0.095 0.579 -5.986  C36 1.467, C78 1.437
21 O -2.185 -6.779 2.940  S3 1.539
22 O 0.943 -4.093 -5.302  C57 1.407, C65 1.446
23 O -6.255 -0.255 3.872  C58 1.405, C70 1.445
24 O -0.160 5.131 1.334  C54 1.464, C72 1.423
25 O -7.591 1.309 6.794  C33 1.411, C67 1.429
26 O -0.882 0.860 3.799  C48 1.433, C53 1.426
27 O -3.686 -3.534 -1.736  S4 1.485
28 O 5.760 1.602 -3.418  S2 1.490
29 O -5.508 4.485 -2.756  C45 1.424, C76 1.412
30 O -4.464 6.725 -0.964  C41 1.413, C59 1.390
31 C -2.095 -2.275 -3.508  S4 1.838, H146 1.120, H155 1.086, H170 1.101
32 C -0.332 5.552 -2.887  O16 1.409, C39 1.516, H79 1.094, H191 1.113
33 C -6.583 0.868 5.911  O25 1.411, C70 1.531, H160 1.111, H161 1.099
34 C -5.810 -1.253 1.689  O11 1.421, C58 1.534, H112 1.095, H127 1.125
35 C 5.725 -0.467 1.277  O15 1.436, C55 1.514, H126 1.107, H132 1.083
36 C 0.581 0.316 -4.627  O20 1.467, C47 1.474, H168 1.114, H190 1.097
37 C 3.851 -4.799 -1.997  S6 1.891, H100 1.108, H139 1.089, H177 1.102
38 C 1.288 5.715 -5.479  O13 1.445, H85 1.089, H88 1.097, H108 1.071
39 C 0.303 6.736 -3.590  O13 1.395, C32 1.516, H106 1.069, H154 1.104
40 C -2.745 1.313 -3.029  O8 1.394, H95 1.113, H98 1.106, H121 1.098
41 C -4.924 8.056 -1.081  O30 1.413, H137 1.096, H144 1.059, H148 1.102
42 C -0.875 -5.571 0.918  S3 1.807, H89 1.082, H129 1.118, H171 1.083
43 C 3.160 -4.600 0.651  S6 1.879, H150 1.084, H152 1.087, H182 1.086
44 C 2.818 -2.534 -5.199  O14 1.419, C65 1.508, H113 1.083, H194 1.108
45 C -5.074 4.503 -1.400  O29 1.424, C59 1.536, H128 1.122, H169 1.149
46 C 0.913 -1.431 4.749  S5 1.818, H104 1.098, H117 1.083, H165 1.111
47 C 0.957 -1.109 -4.601  O14 1.494, C36 1.474, H96 1.093, H184 1.104
48 C -2.118 0.161 3.610  O26 1.433, H101 1.117, H124 1.070, H130 1.067
49 C 2.629 3.198 3.199  O9 1.444, C73 1.544, H102 1.101, H167 1.122
50 C 3.444 0.961 -2.332  S2 1.814, H116 1.087, H149 1.088, H188 1.077
51 C 4.828 -5.968 3.824  O19 1.401, H82 1.097, H120 1.103, H187 1.082
52 C -3.556 -1.869 1.183  O11 1.430, H93 1.089, H131 1.094, H142 1.106
53 C -0.847 2.158 3.208  O26 1.426, C62 1.481, H91 1.077, H122 1.105
54 C -0.956 4.614 0.218  O24 1.464, C77 1.517, H86 1.083, H158 1.077
55 C 5.053 -1.822 1.345  O7 1.411, C35 1.514, H174 1.065, H198 1.102
56 C 3.495 0.412 3.798  O18 1.436, H99 1.096, H103 1.096, H156 1.083
57 C 0.391 -5.177 -6.009  O22 1.407, H141 1.110, H179 1.077, H196 1.093
58 C -6.790 -1.061 2.852  O23 1.405, C34 1.534, H119 1.098, H185 1.113
59 C -5.479 5.811 -0.703  O30 1.390, C45 1.536, H118 1.093, H178 1.073
60 C -0.297 -2.046 0.092  S1 1.847, H97 1.084, H125 1.097, H164 1.110
61 C 0.424 -7.252 2.726  S3 1.859, H105 1.079, H136 1.094, H145 1.096
62 C 0.396 2.891 3.540  O9 1.416, C53 1.481, H189 1.121, H192 1.115
63 C -3.745 3.227 -3.989  O8 1.454, C76 1.512, H83 1.095, H140 1.072
64 C -4.556 -3.410 -4.212  S4 1.875, H84 1.075, H153 1.127, H181 1.104
65 C 2.029 -3.498 -6.050  O22 1.446, C44 1.508, H81 1.064, H162 1.064
66 C 1.349 -4.048 5.417  S5 1.806, H111 1.105, H151 1.090, H186 1.088
67 C -7.187 2.253 7.787  O25 1.429, H115 1.081, H134 1.082, H183 1.100
68 C 5.351 -0.916 -2.813  S2 1.791, H92 1.078, H159 1.084, H166 1.082
69 C 7.345 0.752 0.119  O15 1.390, H90 1.099, H110 1.106, H193 1.115
70 C -7.222 -0.127 4.938  O23 1.445, C33 1.531, H163 1.087, H175 1.090
71 C 1.369 0.019 0.787  S1 1.877, H80 1.076, H114 1.087, H197 1.105
72 C 0.451 6.355 0.944  O24 1.423, H87 1.114, H147 1.095, H172 1.088
73 C 3.896 2.511 2.644  O18 1.460, C49 1.544, H143 1.108, H173 1.089
74 C 6.305 -2.744 3.187  O7 1.441, C75 1.492, H107 1.104, H176 1.092
75 C 5.341 -3.641 3.887  O19 1.475, C74 1.492, H109 1.094, H157 1.091
76 C -5.147 3.297 -3.428  O29 1.412, C63 1.512, H180 1.093, H195 1.110
77 C -0.209 4.094 -0.994  O16 1.499, C54 1.517, H123 1.094, H138 1.094
78 C -0.212 1.970 -6.179  O20 1.437, H94 1.079, H133 1.100, H135 1.105
79 H -1.326 5.759 -2.480  C32 1.094
80 H 2.015 -0.503 0.102  C71 1.076
81 H 1.656 -3.186 -6.996  C65 1.064
82 H 4.454 -5.932 4.854  C51 1.097
83 H -3.765 2.686 -4.941  C63 1.095
84 H -4.659 -2.820 -5.104  C64 1.075
85 H 0.549 4.936 -5.300  C38 1.089
86 H -1.569 5.470 -0.039  C54 1.083
87 H -0.332 7.096 0.663  C72 1.114
88 H 0.898 6.462 -6.182  C38 1.097
89 H -0.361 -6.266 0.266  C42 1.082
90 H 7.663 1.160 1.089  C69 1.099
91 H -1.633 2.738 3.659  C53 1.077
92 H 4.664 -1.737 -2.688  C68 1.078
93 H -3.370 -0.872 0.787  C52 1.089
94 H -0.671 2.387 -5.296  C78 1.079
95 H -3.681 0.927 -2.566  C40 1.113
96 H 0.329 -1.793 -5.176  C47 1.093
97 H 0.406 -2.271 -0.702  C60 1.084
98 H -2.596 0.784 -3.988  C40 1.106
99 H 4.033 -0.269 4.467  C56 1.096
100 H 3.642 -4.574 -3.061  C37 1.108
101 H -2.897 0.736 4.168  C48 1.117
102 H 2.669 3.202 4.299  C49 1.101
103 H 3.175 -0.050 2.857  C56 1.096
104 H 2.005 -1.343 4.820  C46 1.098
105 H 0.443 -7.547 3.763  C61 1.079
106 H 0.566 7.458 -2.846  C39 1.069
107 H 7.380 -2.976 3.283  C74 1.104
108 H 2.259 5.352 -5.747  C38 1.071
109 H 4.306 -3.634 3.533  C75 1.094
110 H 8.248 0.668 -0.514  C69 1.106
111 H 2.411 -3.744 5.464  C66 1.105
112 H -6.274 -1.962 0.995  C34 1.095
113 H 2.877 -2.777 -4.145  C44 1.083
114 H 1.497 1.090 0.921  C71 1.087
115 H -7.924 2.332 8.575  C67 1.081
116 H 2.974 1.928 -2.494  C50 1.087
117 H 0.492 -0.708 4.060  C46 1.083
118 H -6.371 6.198 -1.202  C59 1.093
119 H -7.728 -0.657 2.446  C58 1.098
120 H 4.014 -5.790 3.102  C51 1.103
121 H -1.933 0.952 -2.384  C40 1.098
122 H -0.983 1.997 2.123  C53 1.105
123 H 0.511 3.332 -0.681  C77 1.094
124 H -1.991 -0.826 4.003  C48 1.070
125 H -1.293 -2.438 -0.147  C60 1.097
126 H 4.958 0.275 0.986  C35 1.107
127 H -5.638 -0.280 1.152  C34 1.125
128 H -5.488 3.614 -0.855  C45 1.122
129 H -1.932 -5.270 0.711  C42 1.118
130 H -2.324 0.128 2.564  C48 1.067
131 H -2.672 -2.317 1.649  C52 1.094
132 H 6.104 -0.130 2.234  C35 1.083
133 H 0.712 2.528 -6.393  C78 1.100
134 H -7.066 3.251 7.389  C67 1.082
135 H -1.031 2.088 -6.911  C78 1.105
136 H -0.055 -8.078 2.192  C61 1.094
137 H -5.225 8.486 -0.119  C41 1.096
138 H -0.887 3.501 -1.615  C77 1.094
139 H 3.798 -5.867 -1.794  C37 1.089
140 H -3.426 4.215 -4.256  C63 1.072
141 H 1.187 -5.734 -6.545  C57 1.110
142 H -3.858 -2.502 0.329  C52 1.106
143 H 3.613 2.105 1.652  C73 1.108
144 H -4.132 8.654 -1.448  C41 1.059
145 H 1.413 -6.861 2.463  C61 1.096
146 H -1.654 -3.304 -3.471  C31 1.120
147 H 1.094 6.681 1.769  C72 1.095
148 H -5.813 8.171 -1.723  C41 1.102
149 H 2.725 0.157 -2.194  C50 1.088
150 H 2.445 -4.244 1.383  C43 1.084
151 H 0.882 -3.873 6.386  C66 1.090
152 H 4.185 -4.284 0.830  C43 1.087
153 H -3.862 -4.275 -4.414  C64 1.127
154 H -0.421 7.140 -4.319  C39 1.104
155 H -1.566 -1.558 -2.887  C31 1.086
156 H 2.615 0.756 4.328  C56 1.083
157 H 5.307 -3.438 4.959  C75 1.091
158 H -1.628 3.881 0.631  C54 1.077
159 H 5.751 -0.620 -1.850  C68 1.084
160 H -6.241 1.758 5.341  C33 1.111
161 H -5.695 0.471 6.422  C33 1.099
162 H 2.621 -4.355 -6.262  C65 1.064
163 H -7.375 -1.054 5.484  C70 1.087
164 H 0.113 -2.377 1.069  C60 1.110
165 H 0.415 -1.334 5.737  C46 1.111
166 H 6.133 -1.198 -3.506  C68 1.082
167 H 2.566 4.265 2.859  C49 1.122
168 H 1.547 0.780 -4.323  C36 1.114
169 H -3.931 4.431 -1.312  C45 1.149
170 H -2.145 -1.923 -4.550  C31 1.101
171 H -0.160 -4.758 0.933  C42 1.083
172 H 1.087 6.240 0.070  C72 1.088
173 H 4.697 3.241 2.532  C73 1.089
174 H 4.225 -1.709 2.005  C55 1.065
175 H -8.186 0.267 4.613  C70 1.090
176 H 6.127 -1.745 3.591  C74 1.092
177 H 4.815 -4.402 -1.642  C37 1.102
178 H -5.546 5.633 0.353  C59 1.073
179 H -0.114 -5.837 -5.323  C57 1.077
180 H -5.356 2.465 -2.751  C76 1.093
181 H -5.508 -3.796 -3.806  C64 1.104
182 H 3.203 -5.682 0.576  C43 1.086
183 H -6.267 1.918 8.288  C67 1.100
184 H 0.921 -1.463 -3.555  C47 1.104
185 H -7.048 -2.069 3.247  C58 1.113
186 H 1.278 -5.093 5.124  C66 1.088
187 H 5.251 -6.926 3.550  C51 1.082
188 H 3.943 1.011 -1.378  C50 1.077
189 H 0.565 2.841 4.648  C62 1.121
190 H -0.218 0.543 -3.910  C36 1.097
191 H -0.520 4.748 -3.633  C32 1.113
192 H 0.237 3.950 3.228  C62 1.115
193 H 6.588 1.386 -0.398  C69 1.115
194 H 3.826 -2.404 -5.640  C44 1.108
195 H -5.832 3.290 -4.301  C76 1.110
196 H -0.345 -4.828 -6.737  C57 1.093
197 H 1.401 -0.381 1.817  C71 1.105
198 H 4.701 -2.120 0.344  C55 1.102